Arrangement P

C5H7I | the ωB97M-V functional and the def2-TZVPD basis

Charge = 0
HOMO-LUMO gap = 9.4 eV
Lowest unoccupied orbital energy = 0.0148 Ha

Each line ends with the Mulliken charge.
Element x y z (Å)
C (0.8369, 0.4054, 0.9650)  -0.328
C (0.4178, 0.1975, -0.3359)  -0.481
C (-0.3571, -0.3673, 1.5478)  -0.512
C (-0.8306, -0.4619, 0.1529)  0.283
C (-2.0016, -0.7232, -0.3842)  -0.795
I (4.8231, 0.0688, -0.1522)  -0.077
H (1.5671, 0.9333, 1.4846)  0.501
H (0.8602, 0.5577, -1.2626)  0.407
H (-0.1191, -1.3014, 2.0384)  0.214
H (-1.0631, 0.2113, 2.1665)  0.243
H (3.1545, 0.4311, -0.0362)  0.013
H (-2.9555, -0.8888, 0.1067)  0.260
H (-2.2970, -0.7462, -1.4215)  0.271

***

Arrangement Q

C5H7I | the ωB97M-V functional and the def2-TZVPD basis

Charge = 0
HOMO-LUMO gap = 9.1 eV
Lowest unoccupied orbital energy = 0.0212 Ha
SMILES string = C=C/C(C)=C/I

Each line ends with the Mulliken charge.
Element x y z (Å)
C (1.5101, 0.5424, 0.1127)  -0.939
C (0.2858, 0.9787, -0.0738)  -0.139
C (-0.9083, 0.2515, -0.1202)  1.175
C (-0.8423, -1.2649, -0.2330)  -1.388
C (-2.0624, 0.8819, -0.2034)  -0.772
I (-3.9314, 0.0107, 0.0516)  0.018
H (2.1921, 1.3203, 0.3396)  0.248
H (1.8770, -0.4651, 0.1046)  0.262
H (0.0096, 2.0820, 0.0134)  0.128
H (-1.3771, -1.7781, -1.0445)  0.331
H (0.1416, -1.3596, -0.2425)  0.285
H (-1.4028, -1.6124, 0.5837)  0.419
H (-2.1980, 1.9946, -0.2606)  0.373

***

Arrangement R

C5H7I | the ωB97M-V functional and the def2-TZVPD basis

Charge = 0
HOMO-LUMO gap = 9.3 eV
Lowest unoccupied orbital energy = 0.0236 Ha

Each line ends with the Mulliken charge.
Element x y z (Å)
C (0.6559, 1.5336, 0.1502)  0.119
C (0.2799, 1.2537, -1.0998)  -0.838
C (0.0499, 0.5509, 1.0739)  -0.834
C (-0.6613, -0.2207, -0.0889)  0.340
C (-0.1241, -1.6231, -0.4541)  -1.389
I (-2.7600, 0.0075, -0.0962)  0.078
H (1.5477, 2.0870, 0.5731)  0.291
H (0.5975, 1.5909, -2.0100)  0.424
H (0.8651, -0.1201, 1.4722)  0.221
H (-0.6375, 0.7352, 1.8808)  0.394
H (0.2071, -2.1073, 0.4946)  0.326
H (0.7989, -1.5779, -0.8467)  0.427
H (-0.8191, -2.1098, -1.0489)  0.442

***

Which structure wins on stability? arrangement Q wins.

***

Arrangement P

C7H11ClN2O4S | the ωB97M-V functional and the def2-TZVPD basis

Charge = 0
HOMO-LUMO gap = 7.8 eV
Lowest unoccupied orbital energy = 0.0032 Ha

Each line ends with the Mulliken charge.
Element x y z (Å)
C (0.1637, -2.2109, -0.6164)  0.058
C (-1.5569, -0.9916, 0.5869)  -0.252
C (-1.1211, -2.1151, -0.0387)  -0.089
C (1.0110, -1.1970, -0.5373)  -0.286
C (0.5886, 0.0510, 0.0426)  -0.108
C (2.4062, -1.2005, -1.0166)  -1.678
C (-0.9809, 1.0876, 1.6737)  -1.094
N (-0.6891, 0.0261, 0.7915)  0.240
N (-4.1898, 3.2774, 0.4114)  0.340
O (-0.9313, 2.1543, -1.1281)  -0.592
O (0.0014, 0.2293, -2.6475)  -0.496
O (-3.5255, 2.2535, -0.1552)  -0.254
O (-3.7862, 4.3647, 0.1869)  -0.394
S (0.2739, 1.4653, -1.5287)  0.426
Cl (-2.2503, -3.5096, -0.2524)  -0.245
H (0.3951, -3.1638, -1.0160)  0.567
H (-2.5425, -1.0026, 0.9889)  0.429
H (1.4393, 0.5809, 0.6018)  0.454
H (2.8055, -2.1424, -1.1848)  0.478
H (3.2038, -0.6410, -0.4367)  0.317
H (2.5180, -0.6555, -2.0396)  0.257
H (-0.9215, 0.6960, 2.7563)  0.350
H (-0.3085, 1.8932, 1.7081)  0.350
H (-2.0491, 1.2402, 1.5223)  0.324
H (-2.7017, 2.4108, -0.8667)  0.421
H (0.0137, -0.5854, -2.1952)  0.476

***

Arrangement Q

C7H11ClN2O4S | the ωB97M-V functional and the def2-TZVPD basis

Charge = 0
HOMO-LUMO gap = 7.1 eV
Lowest unoccupied orbital energy = 0.0020 Ha

Each line ends with the Mulliken charge.
Element x y z (Å)
C (1.7647, -1.4984, 0.0644)  -0.634
C (2.3060, 0.7551, -0.6505)  -0.310
C (2.6900, -0.4519, -0.1545)  0.045
C (0.5018, -1.2477, -0.2551)  0.717
C (0.0655, 0.1645, -0.4715)  -0.708
C (-0.6188, -2.3229, -0.2699)  -1.124
C (0.6775, 2.1715, -1.6575)  -1.099
N (1.0236, 1.0123, -0.9724)  0.124
N (-3.5075, 0.2653, 2.0323)  0.242
O (-1.2042, 1.9341, 1.1060)  -0.747
O (0.9035, 1.0355, 2.1373)  -0.531
O (-3.7391, 1.5114, 1.7941)  -0.264
O (-2.5353, -0.2975, 1.5381)  -0.403
S (-0.6247, 0.6681, 1.4731)  0.816
Cl (4.3525, -0.5745, 0.3997)  -0.232
H (2.1959, -2.4463, 0.3079)  0.468
H (2.9325, 1.5928, -0.8442)  0.473
H (-0.9142, 0.1930, -1.0182)  0.516
H (-0.7637, -2.6201, -1.3778)  0.260
H (-1.5027, -1.7383, 0.2153)  0.208
H (-0.2573, -3.1339, 0.2978)  0.406
H (0.6519, 3.0387, -0.9861)  0.330
H (1.5314, 2.4448, -2.2965)  0.409
H (-0.1536, 2.0019, -2.2904)  0.340
H (-2.9910, 1.8513, 1.2487)  0.383
H (1.3173, 0.2934, 2.4274)  0.315

***

Which structure wins on stability? arrangement P wins.

***

Arrangement P

C2H3FO | the ωB97M-V functional and the def2-TZVPD basis

Charge = 0
HOMO-LUMO gap = 12.5 eV
Lowest unoccupied orbital energy = 0.0163 Ha

Each line ends with the Mulliken charge.
Element x y z (Å)
C (-2.0195, -0.5934, 0.5734)  0.188
C (0.9624, 0.1241, -0.4177)  -0.299
O (-3.0503, -0.0907, 0.7292)  -0.205
F (0.6387, -0.4031, 1.2096)  -0.365
H (0.0153, 0.7575, -0.6009)  0.217
H (1.9746, 0.7505, -0.2989)  0.206
H (1.4789, -0.5449, -1.1947)  0.257

***

Arrangement Q

C2H3FO | the ωB97M-V functional and the def2-TZVPD basis

Charge = 0
HOMO-LUMO gap = 10.7 eV
Lowest unoccupied orbital energy = -0.0055 Ha

Each line ends with the Mulliken charge.
Element x y z (Å)
C (-0.5293, -0.3521, 0.4664)  0.627
C (0.3587, 0.5772, -0.1880)  -0.592
O (-1.5438, -0.4689, 0.9408)  -0.221
F (0.0965, -2.0964, -0.3990)  -0.633
H (1.3149, 0.1578, -0.3617)  0.296
H (-0.1876, 0.7016, -1.0733)  0.233
H (0.4906, 1.4808, 0.6148)  0.289

***

Which structure wins on stability? arrangement Q wins.